# C82H225N13O28

24 unconnected molecules or ions with the total composition C82H225N13O28 at a distorted geometry (ωB97M-V/def2-TZVPD, the Open Molecules 2025 dataset).

```
348
Properties=species:S:1:pos:R:3:forces:R:3:mulliken_charge:R:1
C -2.961730 -11.734980 -6.805090 -1.12 0.25 -0.26 -1.242
C -2.506280 -10.813680 -7.993100 -0.55 -1.84 1.44 0.509
C -2.594010 -9.327740 -7.727220 -0.77 0.10 -0.13 1.582
O -3.946030 -8.931830 -7.506430 -0.04 -1.02 -0.05 -0.429
C -4.147310 -7.575550 -7.294940 0.48 0.56 0.19 -0.385
N -1.153940 -11.224990 -8.253570 0.25 0.22 -0.71 1.168
H -4.015540 -11.612350 -6.555030 -0.10 0.68 0.22 0.502
H -2.379290 -11.655960 -5.887150 0.22 0.45 -0.06 -0.016
H -2.976590 -12.800870 -7.032630 0.66 -0.01 -0.65 -0.110
H -3.111440 -11.097680 -8.854040 -0.22 0.21 -0.11 -0.124
H -2.231170 -8.796610 -8.607190 0.26 0.16 -0.28 -0.465
H -1.923940 -9.087480 -6.901760 -0.04 0.21 0.43 -0.214
H -3.871780 -7.300420 -6.276860 -0.05 0.13 0.30 0.077
H -5.187100 -7.298370 -7.468460 -0.03 -0.25 -0.01 0.388
H -3.513700 -6.977860 -7.950220 0.07 0.20 -0.32 0.002
H -0.858520 -10.757650 -9.098810 0.43 0.01 -0.37 -0.336
H -0.563360 -10.847920 -7.526150 0.29 -0.07 0.11 -0.327
C 4.150520 -14.017860 -2.152880 1.32 -0.21 -0.15 -0.679
C 4.183400 -15.013490 -0.951790 -0.69 -0.41 -1.39 0.739
C 5.431970 -15.890350 -0.929450 0.51 0.09 1.72 -1.057
O 5.257540 -16.830610 0.180860 0.78 -1.14 -0.98 -0.331
C 6.411640 -17.698870 0.371670 -0.33 0.52 -1.54 -0.829
N 3.970980 -14.411870 0.337710 0.09 1.35 0.13 -0.736
H 4.345170 -14.475270 -3.122930 -0.41 -0.65 0.00 -0.015
H 5.022170 -13.363720 -2.132390 0.15 0.42 0.59 0.612
H 3.272920 -13.389820 -2.306120 -0.18 -0.35 0.48 -0.426
H 3.325360 -15.672350 -1.085100 0.09 -0.44 -0.17 0.106
H 6.353530 -15.375830 -0.657240 -0.03 0.95 0.08 0.421
H 5.707060 -16.249930 -1.920980 -0.61 -1.05 -0.07 0.456
H 6.777290 -18.015690 -0.605060 0.19 0.21 -0.38 0.313
H 6.221970 -18.677060 0.813570 -0.76 0.51 0.68 0.295
H 7.248990 -17.197630 0.857160 -0.16 0.17 0.32 0.303
H 4.450100 -13.526760 0.253220 0.81 0.37 0.56 0.343
H 3.031790 -14.040860 0.356920 -0.71 -0.39 0.20 0.286
C -1.295940 -6.913720 0.480010 -1.22 -0.05 -0.72 -1.406
C -2.366090 -7.817390 -0.262650 1.66 0.92 1.34 0.209
C -1.972710 -8.077990 -1.719100 -1.08 -0.32 -0.06 0.219
O -3.126120 -8.700390 -2.373370 0.96 0.58 0.13 -0.560
C -2.861220 -8.879200 -3.749100 -0.17 0.19 -0.05 -0.311
N -2.389130 -9.025080 0.551810 -0.20 -1.33 -1.11 -0.500
H -1.408690 -5.866280 0.200280 0.32 0.04 -0.19 0.354
H -0.285480 -7.285600 0.310350 -0.03 0.07 -0.22 0.143
H -1.466660 -6.965750 1.555300 -0.13 -0.09 -0.02 0.448
H -3.352870 -7.355270 -0.290970 -0.03 0.45 -0.02 0.373
H -1.074940 -8.679710 -1.860670 0.03 -0.54 0.35 -0.250
H -1.760590 -7.175630 -2.292560 -0.11 0.51 0.34 0.292
H -2.154790 -9.697950 -3.885840 -0.01 -0.16 -0.27 0.244
H -2.443260 -7.970130 -4.181540 0.29 0.18 0.00 0.031
H -3.798680 -9.032840 -4.283580 -0.01 -0.43 0.15 0.409
H -2.847820 -8.956730 1.449050 0.12 0.81 0.17 0.283
H -3.012900 -9.654720 0.067490 -0.04 -0.70 -0.10 0.040
C -0.990800 -5.307590 -6.193380 -0.95 -1.14 -0.58 -0.349
C -0.487350 -4.197340 -5.322910 -0.35 -1.98 0.71 -0.280
C 0.749580 -4.677720 -4.538470 -1.92 1.08 -0.03 -0.338
O 0.299500 -5.649860 -3.621960 0.01 -0.59 -0.75 -0.168
C 1.378740 -6.163410 -2.873840 -0.05 -0.61 0.07 0.558
N -0.295890 -3.023290 -6.134470 -0.37 1.24 0.61 -0.546
H -2.003790 -5.137890 -6.558280 -0.09 0.60 -0.26 0.582
H -1.172200 -6.222970 -5.630110 0.59 -0.13 0.22 -0.215
H -0.387380 -5.526690 -7.074270 0.32 0.06 0.08 -0.283
H -1.313750 -4.062970 -4.624980 0.19 0.33 0.61 0.615
H 1.066160 -3.832610 -3.927190 0.94 0.23 -0.32 0.499
H 1.433030 -5.031960 -5.310160 0.71 -0.18 0.43 -0.134
H 2.190730 -6.487670 -3.524710 0.39 0.55 -0.07 -0.371
H 1.104670 -7.109620 -2.407280 -0.50 0.22 0.31 -0.566
H 1.666200 -5.414630 -2.135730 0.48 -0.15 0.07 0.414
H -1.257380 -2.730510 -6.234090 -0.51 0.05 -1.22 0.300
H -0.073910 -2.272670 -5.496190 1.06 0.38 0.26 0.253
C 1.222430 -12.886020 -9.775280 -1.08 -0.88 0.12 0.074
C 0.991540 -13.873900 -10.958270 0.20 1.07 -0.42 -0.372
C -0.378250 -13.705870 -11.708390 0.27 -0.03 1.55 1.109
O -0.545660 -14.653630 -12.748200 0.76 -0.43 0.40 -0.493
C -1.660690 -14.486870 -13.581620 0.52 0.02 -0.50 -0.170
N 2.126780 -13.621440 -11.850160 -0.33 -1.03 0.13 -0.456
H 0.550810 -13.171030 -8.965460 -0.08 0.21 0.15 0.448
H 1.035560 -11.833290 -9.987290 0.05 0.00 -0.38 -0.469
H 2.238550 -12.995160 -9.396230 0.02 -0.08 -0.28 0.038
H 1.004410 -14.863470 -10.501470 0.19 -0.31 -0.33 0.286
H -0.472860 -12.663550 -12.012900 0.11 0.22 -0.66 -0.446
H -1.149560 -13.839770 -10.949930 -0.46 -0.16 0.11 -0.042
H -2.625330 -14.617860 -13.091310 -0.08 0.61 0.35 0.102
H -1.665840 -15.246320 -14.363470 0.43 -0.31 0.14 0.309
H -1.492450 -13.555270 -14.121910 -0.91 0.47 0.10 -0.079
H 2.076790 -12.634050 -12.056700 0.31 0.56 -0.10 -0.030
H 1.960400 -14.066600 -12.741370 0.02 -0.38 -0.23 0.420
C 4.516590 -11.667640 -13.396350 0.57 -0.36 -0.61 -2.254
C 3.749380 -10.506780 -12.834140 -0.82 -0.21 -1.58 2.043
C 3.808670 -9.175620 -13.621910 1.20 -1.25 1.19 -1.248
O 3.286020 -8.244690 -12.722620 -0.33 1.31 -0.11 0.548
C 3.648180 -6.932170 -13.100520 -0.51 0.42 0.33 0.444
N 2.339680 -10.890340 -12.775060 -0.32 0.81 1.16 1.495
H 4.270630 -12.581740 -12.855960 0.14 0.12 0.31 0.452
H 5.587540 -11.473160 -13.338580 0.12 -0.16 -0.01 0.485
H 4.283490 -11.904180 -14.434540 -0.12 0.29 -0.24 0.316
H 4.188340 -10.338400 -11.850750 -0.47 0.32 0.23 -0.758
H 3.225610 -9.122520 -14.541330 0.21 -0.50 -0.32 0.112
H 4.872230 -8.991020 -13.773130 0.23 0.46 -0.52 0.477
H 4.717430 -6.791500 -12.942320 0.08 0.26 0.08 0.575
H 3.039330 -6.226750 -12.535020 0.33 -0.06 0.57 -0.680
H 3.386160 -6.638640 -14.117020 0.07 -0.60 -0.47 -0.576
H 1.884520 -10.043360 -12.465940 -0.53 0.14 0.83 -1.331
H 1.949680 -10.932280 -13.705780 0.41 -0.48 -0.53 -0.043
C -4.377390 -11.912040 -13.155620 0.31 0.94 0.06 -1.476
C -4.605070 -10.337910 -13.213230 -0.48 -2.22 -0.89 -0.162
C -4.788290 -9.792040 -11.822780 2.42 0.85 -0.33 0.671
O -6.042530 -9.981440 -11.316900 -1.28 0.24 0.69 -0.526
C -6.257620 -9.197960 -10.140620 0.07 -0.48 0.30 -0.419
N -3.492430 -9.742880 -13.964580 0.19 -0.10 0.95 -0.042
H -4.037020 -12.321710 -14.106630 -0.22 0.13 -0.24 0.542
H -5.178570 -12.547120 -12.777600 -0.37 0.55 -0.24 0.452
H -3.556050 -12.109230 -12.466690 0.27 0.22 0.10 -0.021
H -5.518140 -10.086610 -13.752910 -0.46 -0.40 0.04 0.411
H -4.453420 -8.755160 -11.851810 -0.54 0.79 -0.13 0.181
H -4.014210 -10.191010 -11.167240 0.18 -0.65 0.36 -0.379
H -5.345430 -9.093750 -9.553120 0.24 -0.02 -0.08 -0.118
H -6.954350 -9.716630 -9.482110 -0.19 -0.07 -0.27 0.356
H -6.646370 -8.201360 -10.349800 -0.03 0.06 -0.34 0.328
H -3.748810 -8.815380 -14.271380 0.03 0.30 0.01 -0.065
H -3.291060 -10.275860 -14.798530 -0.12 -0.20 -0.04 0.212
C -0.181970 -11.782770 -1.155120 0.88 0.74 0.22 -1.440
C 1.278180 -11.466030 -0.697400 1.02 -1.27 -1.06 3.601
C 1.793610 -10.037110 -0.921490 -2.38 0.59 -0.35 -1.519
O 1.812680 -9.612660 -2.276430 1.34 -0.24 -1.20 0.484
C 3.135000 -9.802840 -2.847900 -0.45 0.25 0.40 0.190
N 1.494530 -11.902380 0.677000 -0.73 0.30 -0.17 -0.757
H -0.475880 -12.811780 -0.948130 0.33 -0.01 0.14 0.611
H -0.262970 -11.629130 -2.231200 -0.03 0.11 -0.05 0.065
H -0.901660 -11.139920 -0.648270 -0.03 0.20 0.06 0.349
H 1.945640 -12.074950 -1.307160 -0.06 -0.42 -0.23 -2.215
H 2.726380 -9.781230 -0.418940 0.07 -0.30 0.16 0.577
H 0.959600 -9.445260 -0.544320 0.23 0.59 0.72 -0.167
H 3.257470 -9.549310 -3.900910 -1.01 -0.16 -0.18 -0.465
H 3.427570 -10.844680 -2.717230 0.35 0.06 0.09 -0.277
H 3.824390 -9.083520 -2.405840 0.23 -0.28 0.66 0.572
H 2.439280 -11.700910 0.971900 0.18 0.09 0.08 0.332
H 0.880930 -11.294270 1.200260 -0.07 -0.08 0.81 0.341
C 7.551760 -4.426710 -12.962930 -1.14 -0.30 0.54 -0.976
C 7.507340 -3.657010 -11.621530 -0.06 -1.12 0.23 0.569
C 7.309430 -4.558840 -10.313250 0.04 1.31 -1.10 -0.439
O 6.065910 -5.212910 -10.288510 0.07 -0.23 -0.38 -0.036
C 6.024510 -6.247930 -9.322170 0.22 -0.43 -0.39 0.250
N 8.715220 -2.892190 -11.507980 1.62 0.67 0.67 -0.794
H 6.721090 -5.124050 -13.071530 -0.22 -0.02 0.05 -0.170
H 8.451190 -5.030600 -13.083100 0.22 0.22 0.17 0.304
H 7.461910 -3.712860 -13.781740 0.21 0.01 -0.07 0.472
H 6.778630 -2.846480 -11.631980 -0.80 -0.59 -0.08 0.252
H 7.345950 -3.911790 -9.436830 0.30 0.34 0.09 0.394
H 8.142830 -5.256330 -10.229220 0.13 -0.29 -0.21 -0.157
H 6.388310 -5.943870 -8.340690 -0.43 0.45 0.31 0.135
H 6.694180 -7.073800 -9.562120 0.12 -0.14 -0.41 0.412
H 5.013540 -6.655300 -9.313420 0.00 0.21 0.29 -0.646
H 8.915220 -2.419330 -12.377760 -0.42 0.41 -0.16 0.269
H 9.550870 -3.453730 -11.427570 0.04 -0.56 0.40 0.253
C 4.126480 -14.918520 -6.571700 0.61 0.25 1.44 -0.677
C 2.675110 -14.932970 -6.908430 0.41 0.53 -1.87 0.753
O 2.035560 -15.907240 -6.187250 -0.42 -1.35 1.83 -0.733
H 4.541430 -15.924520 -6.634000 0.20 0.12 -0.60 0.352
H 4.268240 -14.674560 -5.518850 -0.23 0.06 0.34 -0.251
H 4.707060 -14.133430 -7.056110 -0.05 -0.34 -0.57 0.263
H 2.590520 -15.238410 -7.951330 -0.08 0.56 -0.48 0.394
H 2.184240 -13.971760 -6.756040 0.12 0.38 -0.13 -0.292
H 1.189860 -16.101230 -6.598040 -0.53 -0.12 -0.11 0.406
C -3.827910 -12.494700 -1.651990 -0.22 -0.14 0.43 -0.454
C -4.985430 -11.535190 -1.725950 -0.49 -0.75 0.11 -0.555
O -4.680720 -10.406080 -0.998210 -0.11 1.40 0.79 -0.646
H -4.121850 -13.442810 -2.102290 0.56 -0.07 -0.25 0.448
H -3.598630 -12.657430 -0.598870 -0.16 -0.22 0.13 0.302
H -2.921600 -12.019700 -2.027580 -0.03 -0.31 -0.60 -0.201
H -5.874740 -11.930700 -1.235230 -0.10 -0.51 -0.23 0.330
H -5.263370 -11.284370 -2.749640 0.02 -0.05 -0.25 0.285
H -4.319070 -9.756960 -1.606040 0.39 0.46 -0.01 0.491
C 4.431500 -6.630650 -5.562610 -0.56 0.95 -0.06 2.463
C 4.590940 -5.063940 -5.455700 -0.41 -1.45 0.48 -0.598
O 4.700040 -4.676040 -4.073130 0.13 0.01 -0.68 -0.619
H 4.608260 -7.031010 -6.560900 0.54 0.03 0.03 -0.271
H 3.411270 -6.955610 -5.358570 -0.32 0.38 0.16 -1.484
H 5.000180 -7.144220 -4.787400 0.51 0.11 -0.27 -0.220
H 3.714610 -4.550460 -5.851290 0.01 -0.07 -0.04 -0.064
H 5.459380 -4.717610 -6.016030 0.09 -0.04 -0.06 0.422
H 5.632040 -4.797160 -3.877450 0.05 0.03 0.42 0.380
C 6.702580 -8.765990 -2.725890 -0.77 -0.20 1.20 -0.369
C 8.182920 -8.809790 -2.445570 -1.51 -2.15 0.33 -0.723
O 8.769290 -7.756780 -3.031580 1.98 2.60 -0.99 -0.483
H 6.183600 -7.882190 -2.354880 0.41 0.41 0.14 0.459
H 6.292040 -9.561690 -2.104260 -0.41 -0.39 -0.44 0.320
H 6.392160 -8.846140 -3.767670 0.43 -0.39 -0.07 -0.218
H 8.556830 -9.749600 -2.851830 0.14 -0.39 -0.21 0.255
H 8.441030 -8.861400 -1.387830 -0.52 0.09 0.38 0.498
H 9.585920 -7.622210 -2.545170 0.26 0.44 -0.41 0.300
C 3.065480 -3.661420 -9.799220 -0.76 -0.45 1.22 -0.643
C 2.310420 -3.604020 -8.412480 0.64 0.25 -0.96 0.635
O 0.954650 -3.348550 -8.615780 -0.60 0.49 -1.26 -0.682
H 2.914190 -2.758650 -10.391000 0.12 0.34 0.46 0.427
H 2.662370 -4.437710 -10.449600 -0.05 -0.38 0.25 -0.245
H 4.124740 -3.862270 -9.638770 -0.03 0.09 -0.14 0.124
H 2.715810 -2.798510 -7.800180 0.39 0.12 0.00 0.508
H 2.315300 -4.501150 -7.793410 0.92 -0.54 -0.27 -0.543
H 0.562580 -3.088820 -7.778870 -0.52 0.03 0.76 0.260
C -0.719310 -14.967210 -3.514560 1.40 -0.30 0.89 -1.213
C 0.765490 -14.762880 -3.064320 -0.67 0.17 -0.58 -0.183
O 1.557920 -14.127410 -4.050020 -0.22 1.07 0.39 0.364
H -0.761470 -15.621420 -4.385390 -0.21 0.18 -0.05 0.207
H -1.206250 -14.001870 -3.652810 0.11 -0.01 -0.37 0.081
H -1.212840 -15.436450 -2.663470 -0.27 -0.24 -0.10 0.496
H 1.291430 -15.669450 -2.764940 -0.45 -0.40 0.07 0.497
H 0.714420 -14.122620 -2.183670 0.35 0.15 -0.03 -0.067
H 1.873470 -14.767410 -4.692230 -0.18 -0.61 -0.20 -0.096
C 4.329450 -11.132040 -9.135130 -0.30 -0.95 -1.03 -0.540
C 5.263430 -9.994070 -8.814140 -1.07 0.03 1.06 -0.457
O 4.670380 -9.243910 -7.756910 1.51 0.23 0.99 1.188
H 4.734200 -11.828060 -9.869860 0.14 0.16 -0.42 0.803
H 3.376160 -10.773410 -9.523360 0.08 0.15 -0.22 -0.448
H 4.029390 -11.818460 -8.343360 0.41 0.44 0.76 0.025
H 5.371270 -9.292720 -9.641530 0.37 -0.36 -0.50 -0.080
H 6.226910 -10.354390 -8.453610 0.12 0.19 -0.18 0.440
H 3.736080 -9.130190 -7.946010 -0.86 0.04 -0.50 -0.665
C -2.369800 -15.783080 -8.554700 -0.34 0.91 -0.28 -0.497
C -1.812750 -16.221800 -7.260210 -0.03 -0.51 0.66 -0.042
O -0.447320 -16.636850 -7.443160 0.02 0.26 0.70 -0.463
H -1.627240 -15.079860 -8.931780 -0.08 -0.21 -0.74 -0.062
H -3.266160 -15.183650 -8.395590 -0.23 -0.13 -0.01 0.010
H -2.614760 -16.626830 -9.199820 0.27 0.23 -0.29 0.459
H -2.454350 -16.982270 -6.815080 0.32 -0.50 0.10 0.354
H -1.849280 -15.406950 -6.537170 0.56 0.11 -0.06 -0.036
H -0.367690 -17.526280 -7.795550 -0.35 -0.06 -0.05 0.201
C 5.371400 -11.777210 -4.832400 0.21 0.30 -0.99 1.021
C 6.682920 -11.857460 -5.686680 -1.19 0.14 0.77 -0.266
O 7.440790 -12.862360 -5.087570 0.98 -1.09 0.87 -0.583
H 4.492960 -11.440350 -5.382820 0.14 0.16 -0.45 -0.169
H 5.468990 -11.063270 -4.014570 0.27 -0.30 0.17 -0.295
H 5.094860 -12.767390 -4.470230 0.34 0.05 0.14 -0.443
H 7.264410 -10.938310 -5.615030 -0.37 0.42 -0.37 0.207
H 6.537220 -12.167420 -6.721480 -0.49 0.51 -0.23 0.177
H 8.353210 -12.766920 -5.370400 0.06 -0.12 -0.02 0.345
C -2.443140 -5.443450 -11.207820 -0.29 0.12 0.41 -1.124
C -1.692650 -4.784840 -10.035560 -0.08 -0.69 -0.98 0.453
O -0.450250 -4.481770 -10.592920 0.63 0.07 -0.91 -0.266
H -3.376010 -5.952090 -10.964650 -0.11 0.11 0.33 0.431
H -1.800400 -6.201820 -11.654880 0.14 0.08 0.01 -0.111
H -2.671230 -4.701270 -11.972840 0.09 0.04 -0.03 0.392
H -1.528020 -5.489060 -9.220030 -0.41 -0.17 0.33 -0.716
H -2.139660 -3.865450 -9.657400 -0.51 -0.07 0.09 0.667
H 0.072160 -4.007370 -9.942050 0.43 0.30 0.50 0.433
C -5.288330 -14.286190 -10.777990 -0.33 0.45 0.18 -0.442
C -6.467270 -13.387340 -10.436600 1.00 0.83 -0.84 -0.215
O -7.630390 -14.148810 -10.256580 -0.33 0.19 0.51 -0.578
H -5.538820 -14.886920 -11.652330 0.20 -0.21 0.13 0.311
H -5.121470 -14.885240 -9.882780 0.19 -0.44 -0.25 0.343
H -4.386470 -13.701750 -10.960180 0.04 -0.06 -0.03 -0.077
H -6.668120 -12.622160 -11.186430 -0.18 -0.38 -0.48 0.294
H -6.144320 -12.733820 -9.626210 -0.44 -0.25 0.87 0.132
H -7.545870 -14.585070 -9.405630 -0.17 -0.19 0.06 0.337
C -0.891890 -9.100550 -11.671730 0.65 0.86 1.08 -0.343
O 0.185810 -9.103840 -10.685650 -0.45 -0.39 -0.61 1.492
C 0.668160 -7.812820 -10.329790 0.81 0.41 -0.74 0.780
C 2.109110 -7.965530 -9.757170 -1.05 0.27 -0.31 -0.319
N 2.073110 -8.741110 -8.550330 0.02 -1.92 -0.60 0.917
C 1.432790 -8.124070 -7.471480 0.29 1.19 2.76 1.123
C 1.562990 -8.985530 -6.161700 -0.35 0.68 -1.55 -0.085
O 0.730010 -10.101450 -6.389570 0.22 -0.70 1.41 -0.574
C 0.791890 -10.986700 -5.255190 -0.12 -0.39 -0.13 -0.108
H -0.587820 -8.532870 -12.551160 0.16 -0.06 -0.19 -0.288
H -1.735370 -8.564490 -11.236680 -0.32 -0.07 -0.01 0.286
H -1.206700 -10.104550 -11.956270 0.38 -0.04 0.27 -0.388
H -0.003810 -7.285520 -9.652650 -0.18 -0.20 0.42 -1.053
H 0.689930 -7.145890 -11.191670 0.15 -0.06 -0.45 0.028
H 2.565740 -7.015210 -9.480620 -0.18 0.39 -0.35 -0.445
H 2.756770 -8.454090 -10.485130 -0.15 0.01 -0.10 -0.271
H 1.481010 -9.531530 -8.761880 0.29 -0.84 -0.18 -0.709
H 0.395170 -7.844620 -7.654120 -0.41 -0.28 0.18 -0.282
H 1.944390 -7.171550 -7.333410 0.11 0.31 0.43 -0.478
H 1.292400 -8.452850 -5.250030 -0.49 0.32 0.05 0.488
H 2.584940 -9.321710 -5.986460 0.33 -0.01 -0.39 -0.699
H 1.814480 -11.208560 -4.949950 0.23 0.13 -0.20 -0.306
H 0.339300 -11.953310 -5.476400 -0.11 0.15 -0.40 0.268
H 0.287340 -10.587510 -4.375310 -0.10 0.40 -0.01 -0.283
C 7.971600 -7.877790 -6.625490 0.05 0.74 1.03 -0.332
O 8.466670 -8.028350 -7.929540 -0.03 0.40 -0.09 -0.220
C 9.442090 -7.031410 -8.312670 -0.48 -1.49 0.88 -0.413
C 10.841470 -7.384210 -7.740700 -0.99 0.15 -1.16 -0.988
N 11.517920 -8.493780 -8.454430 -0.17 1.32 1.52 -0.173
C 12.898740 -8.445570 -7.942110 -0.07 -1.29 -1.44 -0.617
C 13.710480 -9.618850 -8.501410 0.72 0.64 -0.70 -0.582
O 14.106350 -9.340400 -9.893980 -0.41 -0.67 1.45 -0.321
C 15.098770 -10.234410 -10.400990 0.41 1.57 0.18 -0.764
H 8.680770 -8.048120 -5.815440 0.51 -0.67 -0.14 0.315
H 7.074370 -8.457480 -6.408660 0.09 -0.35 -0.63 -0.247
H 7.702510 -6.850130 -6.381320 -0.34 0.57 -0.49 0.286
H 9.106220 -6.035660 -8.023230 0.05 0.14 0.59 0.420
H 9.339850 -7.000830 -9.397430 0.75 -0.32 -0.18 0.277
H 10.815490 -7.648530 -6.683550 -0.46 -0.03 0.03 0.373
H 11.394640 -6.445630 -7.774930 0.52 0.23 -0.18 0.388
H 11.458470 -8.291090 -9.442100 0.43 -0.10 -0.23 0.233
H 12.884610 -8.501460 -6.853630 -0.18 -0.23 0.03 0.392
H 13.392380 -7.504850 -8.185980 0.24 0.16 -0.15 0.336
H 13.176410 -10.566790 -8.435930 -0.36 0.05 -0.20 0.341
H 14.586000 -9.744480 -7.864400 0.48 0.10 -0.16 0.394
H 15.301670 -9.880130 -11.411640 -0.72 -0.76 -0.45 0.282
H 14.883840 -11.292440 -10.251100 -0.19 0.04 -0.35 0.286
H 16.078230 -9.988430 -9.990810 0.14 -0.28 0.90 0.304
C -4.764470 -6.141700 -14.435480 0.37 -0.34 1.25 -0.986
O -3.499800 -6.786440 -14.443190 0.50 0.01 -0.14 -0.026
C -2.556500 -6.296300 -15.410410 0.44 -0.34 0.32 -1.277
C -1.123680 -6.904970 -15.200310 -2.27 1.47 0.03 1.134
N -1.193500 -8.319270 -15.310710 0.15 0.17 0.10 -0.080
C 0.120520 -8.913060 -15.284460 -0.26 -0.22 -0.23 0.134
C -0.106220 -10.382660 -15.315130 -0.48 -0.56 -0.54 -0.408
O 1.096700 -11.074760 -15.299690 0.68 -1.15 -0.67 -0.593
C 0.936300 -12.479090 -15.560870 -0.04 0.69 -0.21 -0.880
H -5.452130 -6.520210 -15.191760 0.17 0.39 -0.41 0.259
H -4.664970 -5.060440 -14.340170 0.02 0.22 -0.81 0.384
H -5.202240 -6.388620 -13.468270 -0.13 -0.37 0.06 0.225
H -2.502230 -5.213060 -15.302010 0.04 0.23 -0.15 0.522
H -2.914900 -6.565880 -16.403870 0.02 0.08 -0.23 0.368
H -0.776140 -6.561010 -14.226130 0.29 0.10 0.28 -0.621
H -0.486300 -6.446220 -15.956220 0.10 -0.18 -0.06 -0.045
H -1.785190 -8.641210 -14.558150 0.07 -0.42 0.24 -0.144
H 0.759270 -8.742840 -14.417790 0.06 0.72 0.41 -0.494
H 0.613050 -8.521190 -16.174380 0.44 -0.34 -0.03 0.792
H -0.684690 -10.623040 -16.207150 -0.11 -0.17 -0.26 0.661
H -0.709320 -10.685230 -14.459080 -0.28 0.02 0.34 -0.199
H 1.927330 -12.897190 -15.737360 -0.10 -0.01 0.28 0.256
H 0.338760 -12.624910 -16.460740 -0.01 0.09 -0.26 0.447
H 0.396850 -12.985820 -14.760680 0.30 -0.01 0.33 0.205
C 0.907460 -4.397890 -13.552350 -0.19 0.12 -0.22 -0.771
O 1.327300 -4.944430 -14.798560 0.48 0.29 -0.02 0.562
C 1.377550 -3.976740 -15.835580 0.36 0.25 -0.48 -0.690
C 1.813200 -4.639010 -17.154610 -0.90 -0.84 0.16 -1.124
N 2.968490 -5.518630 -17.052750 0.43 0.52 -0.57 -0.237
C 4.230940 -4.745310 -17.085150 -0.55 -0.32 1.62 -0.353
C 5.456110 -5.536370 -16.612000 -0.92 1.51 -0.46 -0.279
O 5.742310 -6.578660 -17.444880 0.05 -2.02 -0.07 -0.314
C 6.144210 -6.284580 -18.766420 -0.32 -0.02 0.73 -0.742
H -0.145140 -4.123180 -13.620780 -0.18 0.04 0.15 0.378
H 1.468000 -3.503330 -13.280960 0.20 0.15 -0.12 0.610
H 1.029360 -5.106710 -12.733310 -0.03 -0.23 -0.33 -0.504
H 2.063500 -3.154100 -15.633460 0.35 0.03 0.60 0.460
H 0.413880 -3.483870 -15.964100 -0.40 -0.13 -0.08 0.398
H 1.926870 -3.902520 -17.950070 -0.04 0.05 0.05 0.471
H 1.024160 -5.342430 -17.420560 -0.46 0.31 -0.33 0.356
H 2.765800 -5.921030 -16.148820 0.95 -0.59 0.33 -0.070
H 4.108270 -3.995930 -16.303180 0.38 0.93 -0.25 0.235
H 4.357410 -4.304050 -18.073780 -0.06 0.07 0.11 0.484
H 5.236130 -5.825060 -15.584210 0.11 -0.83 -0.09 -0.069
H 6.323840 -4.882030 -16.528410 0.19 0.52 -0.09 0.397
H 6.298540 -7.268700 -19.208910 0.40 0.31 -0.18 0.235
H 7.025730 -5.645890 -18.710910 0.38 -0.13 -0.40 0.314
H 5.380880 -5.764580 -19.345240 -0.20 0.04 0.01 0.277
```
Positions in Å, forces in eV/Å.

Values from the calculation:
Calculated total energy (eV): -165368.87462
Gap between HOMO and LUMO (eV): 8.5691
HOMO level (eV): -8.2